Entry from OMol25: a molecular structure, C14H42N2O20P4 (ωB97M-V/def2-TZVPD).

Atoms and positions in Å:
P: -3.297 1.700 3.409
P: 1.104 -0.233 -0.170
P: 1.105 -3.678 3.068
P: -0.651 1.857 -3.511
O: -0.008 -2.699 2.836
O: -1.862 2.926 -3.828
O: -3.107 2.737 4.627
O: 0.679 2.527 -3.336
O: 2.393 3.837 -4.093
O: 2.549 -3.004 2.870
O: 2.324 -0.091 -1.048
O: 1.099 -5.060 2.231
O: -2.749 2.550 2.115
O: 2.142 -2.683 -4.390
O: -1.345 1.082 -2.301
O: 1.484 -0.613 1.400
O: 1.846 -3.203 -2.291
O: 1.298 -4.288 4.591
O: -2.137 0.484 3.458
O: 0.173 -1.438 -0.655
O: -4.749 1.339 3.194
O: -0.756 0.801 -4.682
O: 3.558 4.993 -2.706
O: 0.147 1.094 -0.058
N: 2.339 -2.490 -3.157
N: 2.697 4.185 -2.943
C: 0.096 -1.808 -1.997
C: 2.798 -1.616 3.143
C: 0.413 2.189 -0.963
C: 1.846 3.726 -1.817
C: 0.417 -1.033 2.294
C: -2.094 3.729 4.675
C: 0.489 -3.880 5.667
C: -1.723 3.932 -4.831
C: 3.217 -1.387 -2.816
C: -2.561 1.863 0.853
C: -2.364 0.094 -2.393
C: -0.018 -5.914 2.128
C: 0.459 0.216 -5.184
C: -2.335 -0.818 2.964
H: -0.052 2.055 -1.940
H: -0.381 -3.265 5.437
H: 0.689 -1.069 3.349
H: -3.387 -1.102 2.988
H: 1.481 2.324 -1.135
H: 2.143 2.679 -1.769
H: -0.022 3.114 -0.584
H: -3.223 1.003 0.756
H: 0.083 -4.655 6.318
H: -2.255 4.597 5.314
H: 4.240 -1.728 -2.654
H: 0.495 -2.822 -2.016
H: 0.238 -2.030 1.891
H: 1.126 -3.274 6.312
H: -0.127 -6.407 1.162
H: -2.283 4.779 -4.434
H: 3.711 -1.352 3.676
H: -3.075 0.216 -3.210
H: 1.962 -1.153 3.667
H: -2.823 2.653 0.149
H: 0.897 3.983 -2.287
H: -0.975 -5.398 2.204
H: 1.174 0.215 -4.362
H: -0.657 4.155 -4.819
H: -0.020 -6.729 2.852
H: 0.633 -1.173 -2.702
H: 1.969 4.273 -0.882
H: -1.882 4.147 3.691
H: 3.192 -0.595 -3.565
H: 0.956 0.642 -6.056
H: -0.434 -0.374 2.125
H: -3.068 0.055 -1.561
H: 2.788 -1.033 -1.879
H: -1.670 -1.385 3.615
H: 0.398 -0.865 -5.311
H: -1.991 -0.928 -2.468
H: -2.084 3.599 -5.804
H: -1.209 3.237 5.079
H: -0.926 -1.857 -2.374
H: -1.577 1.435 0.664
H: 2.866 -1.055 2.211
H: -1.836 -0.835 1.995

Computed properties:
**HOMO-LUMO gap**: 0.286 Eh
**Energy**: -96269.5991 eV
**HOMO**: -7.74 eV
**Relative energy (zero: lowest compared OMol25 entry of this formula, charge and spin)**: 435.7 kcal/mol
**LUMO**: 0.05 eV

Entry from OMol25: a single C6H8 molecule (ωB97M-V/def2-TZVPD).

Atoms and positions in Å:
C: 1.965 -0.908 -0.727
C: -1.137 0.089 -0.895
C: -0.377 0.613 0.248
C: -1.834 0.496 0.389
C: 0.744 0.299 1.123
C: 1.531 -0.821 0.511
H: 0.322 0.082 2.110
H: 2.711 -1.624 -1.062
H: -2.364 1.450 0.384
H: -2.284 -0.261 1.027
H: 1.476 1.101 1.248
H: -1.053 -0.986 -1.070
H: -1.296 0.665 -1.805
H: 1.595 -0.197 -1.480

Computed properties:
**HOMO-LUMO gap (spin up / spin down)**: 0.332 / 0.286 Eh
**Energy**: -6345.7194 eV
**HOMO (spin up / spin down)**: -8.63 / -7.91 eV
**Relative energy (zero: lowest compared OMol25 entry of this formula, charge and spin)**: 116.8 kcal/mol
**LUMO (spin up / spin down)**: 0.39 / -0.13 eV

Entry from OMol25: a molecular structure, C10H17Cl2FMoO2 (ωB97M-V/def2-TZVPD).

Atoms and positions in Å:
Mo: -0.168 0.758 1.283
Cl: -2.948 -1.041 2.302
Cl: -2.245 1.867 1.467
F: -0.447 -0.143 2.952
O: 0.380 2.711 0.945
O: 1.650 0.818 2.062
C: -0.595 -2.587 0.732
C: -0.978 1.842 -1.877
C: 0.947 0.440 -0.842
C: -0.291 -1.281 0.112
C: 1.044 -0.791 -0.114
C: 2.094 1.220 -1.371
C: -2.629 -0.626 -0.831
C: -0.448 0.713 -1.076
C: -1.203 -0.380 -0.548
C: 2.303 -1.495 0.229
H: -1.049 1.583 -2.943
H: -1.550 -2.509 1.292
H: 2.616 -2.166 -0.581
H: 0.187 -2.860 1.443
H: -0.328 2.716 -1.778
H: 3.104 -0.776 0.406
H: -3.135 0.297 -1.115
H: 2.951 1.152 -0.687
H: -1.974 2.123 -1.524
H: 1.630 0.342 2.916
H: -0.688 -3.379 -0.018
H: -3.119 -1.010 0.078
H: 2.172 -2.099 1.130
H: 1.825 2.277 -1.476
H: 1.233 2.806 1.417
H: -2.760 -1.371 -1.628
H: 2.417 0.849 -2.356

Computed properties:
**Net charge**: -2
**HOMO-LUMO gap (spin up / spin down)**: 0.194 / 0.219 Eh
**Energy**: -44361.9314 eV
**HOMO (spin up / spin down)**: 0.33 / -0.37 eV
**Relative energy (zero: lowest compared OMol25 entry of this formula, charge and spin)**: 14.2 kcal/mol
**2S+1**: 3
**Expectation value of S²**: 2.012
**LUMO (spin up / spin down)**: 5.60 / 5.60 eV